[1]
{
  "formula": "C3HNO2S",
  "method": "wB97M-V/def2-TZVPD",
  "symbols": ["C", "C", "C", "N", "O", "O", "S", "H"],
  "coordinates": [[2.21392, 0.90628, 0.28363], [-0.82950, -0.84223, -0.18178], [-1.87880, -0.04733, -0.36882], [2.14740, 2.03936, 0.32311], [-1.48223, -0.47777, 0.94102], [-2.64628, 0.53072, -1.00161], [2.35328, -0.72839, 0.27753], [0.12221, -1.38063, -0.27307]],
  "mulliken_charge": [0.3853, -0.4467, 0.8022, -0.2928, -0.2773, -0.3847, -0.1500, 0.3641],
  "e_homo_ev": [-10.67, -9.11],
  "charge": 0,
  "orbital_gap_ev": [9.6, 5.2]
}

[2]
{
  "formula": "C3HNO3S3",
  "method": "wB97M-V/def2-TZVPD",
  "symbols": ["C", "C", "C", "N", "O", "O", "O", "S", "S", "S", "H"],
  "coordinates": [[-1.17384, 1.54806, 1.23005], [0.35763, -0.26206, 1.08947], [-0.67589, 0.53021, 0.56552], [1.16464, -0.91808, 0.29554], [2.03387, -1.73793, 0.42433], [1.09136, -0.53831, -1.11440], [-0.32920, -1.12316, -3.24020], [-1.32344, 2.84989, 2.04792], [-1.55381, 0.16140, -1.00307], [0.06072, -0.03503, -2.39126], [0.34795, -0.47500, 2.09610]],
  "mulliken_charge": [-0.0953, -0.1568, 0.3514, 0.7487, -0.6303, -0.4383, -0.4279, -0.3032, -0.1740, 0.6525, 0.4731],
  "e_homo_ev": [-8.54, -8.54],
  "charge": 0,
  "orbital_gap_ev": [7.1, 7.1]
}

[3]
{
  "formula": "C3HO2",
  "method": "wB97M-V/def2-TZVPD",
  "symbols": ["C", "C", "C", "O", "O", "H"],
  "coordinates": [[-0.46903, 0.13924, 0.11050], [1.36464, -1.40321, -0.08015], [-0.84933, 1.20377, 0.57338], [1.68297, -1.52471, -1.17638], [-1.13086, 2.35107, 1.03047], [-0.59840, -0.76616, -0.45782]],
  "mulliken_charge": [-0.6415, 0.0672, 0.4803, -0.2560, -0.7681, 0.1182],
  "e_homo_ev": -2.79,
  "charge": -1,
  "orbital_gap_ev": 7.0
}

[4]
{
  "formula": "C3HO2Rh",
  "method": "wB97M-V/def2-TZVPD",
  "symbols": ["O", "O", "C", "Rh", "C", "C", "H"],
  "coordinates": [[1.35635, -0.81927, -0.01808], [1.00528, 1.33517, -0.05792], [0.54928, 0.15435, -0.06692], [2.77852, 0.52056, -0.06846], [-2.04357, -0.18040, 0.31540], [-0.88321, -0.07356, -0.02788], [-2.76265, -0.93684, -0.07613]],
  "lowdin_spin": [0.1586, 0.1710, 0.0708, 2.6248, 0.5546, 0.4111, 0.0091],
  "e_homo_ev": [-20.71, -21.64],
  "multiplicity": 5,
  "charge": 2,
  "orbital_gap_ev": [8.9, 6.0]
}

[5]
{
  "formula": "C3HO2Tm",
  "method": "wB97M-V/def2-TZVPD",
  "symbols": ["H", "C", "C", "O", "Tm", "O", "C"],
  "coordinates": [[0.27574, -1.81846, -0.62025], [-0.49720, -0.99233, 0.25772], [0.51421, -0.45674, -0.41184], [-1.59152, -0.37420, 0.46372], [2.55985, 0.49531, 0.33381], [-0.04227, 1.53326, -0.17363], [-1.21882, 1.61316, 0.15047]],
  "lowdin_spin": [0.0109, 0.0638, 0.3474, 0.4901, 1.0367, 0.0120, 0.0390],
  "e_homo_ev": [-19.68, -18.87],
  "multiplicity": 3,
  "charge": 2,
  "orbital_gap_ev": [9.3, 6.7]
}

[6]
{
  "formula": "C3HO4",
  "method": "wB97M-V/def2-TZVPD",
  "symbols": ["C", "C", "C", "O", "O", "O", "O", "H"],
  "coordinates": [[-1.28508, 0.02761, 0.18824], [1.60635, -1.20961, 0.00906], [0.09364, 1.04709, 0.14637], [-1.69937, -0.13168, -0.94264], [-1.63584, -0.30301, 1.31038], [1.20227, -0.00374, 0.36244], [0.36668, 2.17962, -0.07073], [1.35135, -1.60629, -1.00311]],
  "mulliken_charge": [0.5222, -0.2334, 0.5105, -0.6032, -0.6334, -0.1990, -0.4719, 0.1083],
  "e_homo_ev": -3.86,
  "charge": -1,
  "orbital_gap_ev": 8.0
}

[7]
{
  "formula": "C3HO5",
  "method": "wB97M-V/def2-TZVPD",
  "symbols": ["C", "C", "C", "O", "O", "O", "O", "O", "H"],
  "coordinates": [[0.04447, -1.91054, 0.64482], [0.62076, 0.59664, 1.03365], [0.01640, 1.12000, -0.10142], [-1.18130, 1.42870, -0.18474], [0.78147, 0.95911, -1.25946], [-1.29203, -1.94320, 0.46412], [-0.37365, -2.00232, -0.63813], [1.22949, 0.84151, 2.03971], [0.15439, 0.91009, -1.99854]],
  "mulliken_charge": [0.0562, 0.3605, 0.3540, -0.6920, -0.4953, -0.1641, -0.1675, -0.5405, 0.2886],
  "e_homo_ev": -2.17,
  "charge": -1,
  "orbital_gap_ev": 6.1
}

[8]
{
  "formula": "C3KLiO6",
  "method": "wB97M-V/def2-TZVPD",
  "symbols": ["C", "O", "C", "O", "O", "K", "Li", "O", "O", "O", "C"],
  "coordinates": [[1.07015, -0.20884, 0.22395], [1.62418, -1.20678, 0.69959], [1.82303, 1.17048, 0.08288], [1.13236, 2.08027, -0.46270], [2.99412, 1.23604, 0.46226], [-0.11996, -2.89144, 0.08912], [-0.61034, 1.50923, -0.87631], [-0.13291, -0.21512, -0.21561], [-2.52054, -1.61215, 0.27462], [-2.72429, 0.59824, -0.36672], [-2.53581, -0.45995, 0.08892]],
  "mulliken_charge": [0.8089, -0.8298, 0.5848, -0.8470, -0.6368, 0.9847, 0.8778, -0.9843, -0.4562, -0.4759, 0.9739],
  "e_homo_ev": -7.88,
  "charge": 0,
  "orbital_gap_ev": 7.0
}

Calculated values (kJ/mol) of energy relative to the best compared isomer or geometry (same formula, charge and spin) for the records, taken in order: 450.3; 145.8; 109.8; 204.5; 379.9; 298.6; 226.7; 0.0.